Here is a structure of composition C32H50BBr2F7NbO23S in a non-equilibrium geometry from OMol25. Energies are from ωB97M-V with the def2-TZVPD basis set.

Each line ends with the Mulliken charge.
Geometry (Å):
C: -1.522 3.795 0.178  -0.778
C: -2.130 2.751 1.335  0.523
C: -1.056 1.667 1.885  0.566
F: 0.283 2.209 1.419  -0.437
Nb: -1.135 -0.446 1.107  -1.547
C: -1.536 -1.423 3.119  0.180
C: -1.785 -0.457 4.393  -0.094
C: -2.688 -1.205 5.587  -0.546
O: -4.069 -0.624 5.496  -0.535
C: -1.099 -2.570 0.202  0.085
C: -0.541 -2.634 -1.334  -0.119
C: 0.362 -4.028 -1.530  -0.429
C: 1.657 -3.801 -2.540  -0.683
S: 1.309 -2.661 -3.989  1.167
O: 2.350 -3.013 -5.120  -0.677
O: -0.099 -2.813 -4.611  -0.560
O: 1.675 -1.022 -3.546  -0.484
B: 1.135 -0.755 1.529  0.729
C: 2.080 -1.830 0.673  -0.158
O: 1.861 -0.021 2.620  -0.670
C: -3.420 -0.405 0.681  -0.480
Br: -4.525 0.174 2.238  -0.123
C: -3.798 0.280 -0.759  0.341
C: -4.102 -0.769 -1.978  -0.705
Br: -5.515 1.349 -0.497  -0.243
H: -2.470 4.439 -0.157  0.254
H: -0.755 4.542 0.675  0.273
H: -1.088 3.196 -0.729  0.147
H: -3.134 2.361 0.912  -0.166
H: -2.414 3.468 2.247  -0.220
H: -0.992 1.811 3.060  0.153
H: -0.817 0.188 -0.551  0.053
H: -2.509 -2.102 2.989  0.141
H: -0.631 -2.161 3.361  0.176
H: -0.742 -0.124 4.870  0.173
H: -2.360 0.550 4.181  0.054
H: -2.691 -2.366 5.441  0.222
H: -2.287 -0.849 6.643  0.221
H: -4.609 -1.376 5.070  0.317
H: -0.373 -3.185 0.911  0.012
H: -2.138 -3.108 0.223  0.165
H: -1.436 -2.762 -2.114  0.092
H: 0.072 -1.667 -1.576  0.011
H: -0.291 -4.885 -2.042  0.355
H: 0.736 -4.475 -0.514  0.308
H: 1.999 -4.844 -3.006  0.377
H: 2.585 -3.375 -1.964  0.310
H: 1.631 -0.465 -4.385  0.352
H: 1.789 -2.908 1.093  0.166
H: 1.961 -1.739 -0.488  0.008
H: 3.217 -1.681 1.004  -0.247
H: 2.398 0.695 2.130  0.157
H: -3.683 -1.563 0.542  0.321
H: -2.989 1.100 -1.069  0.129
H: -3.254 -1.566 -2.085  -0.026
H: -4.099 -0.138 -2.990  0.318
H: -5.164 -1.236 -1.829  0.307
C: 6.520 0.073 3.663  -0.551
C: 6.088 -0.585 2.397  0.502
O: 4.801 -0.055 2.173  -0.118
C: 4.825 1.184 2.740  0.592
O: 3.998 2.053 2.519  -0.580
O: 5.892 1.336 3.582  -0.326
F: 5.975 -1.922 2.562  -0.326
H: 6.166 -0.453 4.556  0.370
H: 7.607 0.179 3.727  0.357
H: 6.730 -0.368 1.537  0.148
C: -3.620 -6.826 0.571  -0.475
C: -3.924 -7.266 1.963  0.303
O: -3.081 -6.461 2.755  -0.315
C: -2.921 -5.309 2.045  0.516
O: -2.488 -4.270 2.515  -0.446
O: -3.313 -5.457 0.743  -0.252
F: -3.576 -8.559 2.147  -0.305
H: -2.753 -7.341 0.144  0.285
H: -4.471 -6.956 -0.102  0.268
H: -4.967 -7.114 2.263  0.295
C: -5.933 5.801 4.217  -0.475
C: -4.689 6.587 3.979  0.335
O: -3.865 5.693 3.267  -0.278
C: -4.725 4.884 2.585  0.504
O: -4.398 4.168 1.654  -0.354
O: -6.001 4.980 3.068  -0.303
F: -4.080 6.891 5.146  -0.294
H: -5.871 5.171 5.110  0.280
H: -6.819 6.437 4.297  0.253
H: -4.840 7.498 3.389  0.279
C: -0.262 -3.556 -7.409  -0.028
C: -1.000 -4.807 -7.742  0.323
O: -1.484 -4.567 -9.044  -0.310
C: -0.580 -3.718 -9.608  0.618
O: -0.501 -3.498 -10.805  -0.565
O: 0.235 -3.149 -8.668  -0.328
F: -2.059 -4.976 -6.919  -0.281
H: -0.914 -2.774 -7.006  0.236
H: 0.555 -3.730 -6.703  0.029
H: -0.379 -5.709 -7.740  0.299
C: 0.238 7.500 -3.673  -0.464
C: 0.960 6.514 -2.820  0.295
O: -0.004 6.139 -1.862  -0.234
C: -1.204 6.279 -2.493  0.608
O: -2.249 5.796 -2.091  -0.469
O: -1.092 7.022 -3.636  -0.330
F: 1.994 7.100 -2.176  -0.283
H: 0.270 8.516 -3.266  0.279
H: 0.619 7.521 -4.698  0.261
H: 1.309 5.626 -3.358  0.296
C: 10.190 2.827 0.147  -0.473
C: 8.989 2.147 -0.417  0.279
O: 8.581 1.285 0.621  -0.260
C: 8.978 1.900 1.770  0.621
O: 8.569 1.605 2.881  -0.522
O: 9.885 2.895 1.525  -0.319
F: 9.320 1.395 -1.490  -0.277
H: 11.109 2.248 0.007  0.288
H: 10.337 3.826 -0.272  0.269
H: 8.169 2.826 -0.675  0.312

Cartesian forces, eV/Å:
C -1.3 0.0 0.8
C 0.4 1.9 0.4
C 0.4 2.5 0.2
F -1.2 -0.6 0.6
Nb -2.0 0.0 2.5
C -0.1 -1.1 1.3
C 0.4 0.0 1.3
C 0.6 1.6 -0.4
O 0.2 -3.2 -0.6
C 0.3 -1.3 -1.1
C -0.1 -1.4 0.2
C -0.2 0.0 -1.2
C 0.4 -1.0 1.8
S 0.2 -0.6 -6.7
O -2.9 1.2 4.3
O 4.1 0.9 3.3
O -0.9 -2.1 -1.0
B 2.5 0.0 0.9
C 1.3 -0.3 0.9
O -0.5 0.1 -3.1
C -1.1 -2.1 -2.3
Br 0.7 -0.5 -0.3
C 0.4 0.2 0.1
C 0.3 1.0 -0.3
Br 0.6 -0.1 -1.1
H 2.3 -1.5 0.6
H -1.3 -1.8 -1.2
H -0.7 1.3 1.7
H 1.9 0.3 0.9
H 0.6 -1.8 -2.0
H -0.1 -0.5 -2.4
H 0.5 0.1 -0.8
H 2.1 1.5 0.1
H -2.0 1.3 -0.2
H -2.1 -0.8 -1.1
H 1.0 -2.2 0.2
H 0.0 2.2 0.4
H -0.8 -1.1 -2.1
H 1.1 2.0 0.8
H -1.5 1.1 -1.4
H 1.9 0.9 0.1
H 2.0 0.6 1.7
H -1.1 -2.0 0.3
H 1.3 1.9 1.1
H -0.5 1.1 -2.0
H -0.8 2.6 0.4
H -1.9 -0.5 -1.2
H 0.0 -1.3 1.2
H 0.5 2.1 -1.2
H 0.2 -0.4 2.2
H -2.3 -0.3 -1.0
H -1.1 -1.3 1.2
H 0.2 2.5 0.5
H -1.9 -1.9 0.6
H -1.6 1.4 0.4
H -0.1 -1.4 2.2
H 2.2 0.7 -0.2
C 0.9 -0.4 1.1
C -0.2 -0.6 -0.1
O 0.6 0.9 0.1
C -1.9 2.1 -0.1
O 1.9 -2.0 0.4
O -0.9 0.1 -0.7
F 0.1 -0.4 -0.2
H -0.2 -0.2 -0.3
H -0.7 0.0 0.1
H -0.1 -0.2 0.0
C -0.3 -0.1 -1.2
C 0.1 -0.5 0.4
O -0.4 0.3 -0.5
C 1.5 3.4 1.0
O -1.2 -3.1 -1.2
O 0.1 0.1 0.9
F -0.1 -0.4 0.2
H -0.1 -0.1 0.3
H 0.1 0.2 0.1
H 0.1 -0.2 0.1
C -1.1 0.0 0.5
C 0.7 0.1 0.3
O -0.7 0.2 -0.2
C 0.8 -2.7 -3.1
O -1.6 2.4 2.6
O 0.7 0.1 -0.3
F 0.2 0.3 0.2
H 0.2 0.2 0.0
H 0.1 -0.2 -0.2
H 0.1 0.0 0.2
C 0.7 0.4 1.2
C -0.5 -0.2 0.5
O 0.8 0.2 -0.4
C 0.5 1.0 -2.7
O -0.2 -0.5 2.6
O -0.6 -0.6 -1.3
F -0.2 -0.3 0.1
H 0.0 -0.3 0.0
H -0.1 0.2 -0.3
H -0.2 0.0 0.1
C 0.1 0.7 -1.0
C 0.5 -0.1 0.6
O -0.4 0.0 -0.9
C -3.3 -1.4 1.3
O 2.7 1.6 -1.3
O -0.1 -0.5 0.5
F 0.4 0.0 0.1
H 0.2 -0.2 0.1
H -0.2 -0.1 0.1
H 0.1 0.1 0.2
C 0.9 0.8 -0.3
C -0.2 -0.4 -0.9
O 0.1 0.7 0.7
C -0.6 -0.5 3.0
O 1.6 1.1 -3.0
O -0.8 -0.7 0.4
F -0.1 0.0 -0.2
H -0.2 -0.1 -0.1
H -0.1 -0.1 0.3
H 0.0 -0.2 -0.1

Values from the calculation:
Highest occupied orbital energy (eV): -4.14
Calculated total energy (hartree): -9306.5308
HOMO-LUMO gap (eV): 5.72
Net charge: -1

Here is a cluster of 6 separate species, C32H50BN5O3 in total in a non-equilibrium geometry from OMol25. Energies are from ωB97M-V with the def2-TZVPD basis set.

Each line ends with the Mulliken charge.
Geometry (Å):
C: 1.171 -2.834 -1.482  -0.304
C: 2.624 -2.989 -0.992  -0.998
C: 3.050 -2.060 0.171  0.956
C: 4.047 -0.952 -0.224  -0.938
B: 3.517 0.441 -0.714  -0.196
C: 4.510 1.675 -0.754  -0.603
C: 5.975 1.378 -1.077  -0.544
O: 6.152 1.318 -2.506  -0.409
C: 5.992 0.084 -3.074  0.859
C: 5.008 0.074 -4.212  -0.969
O: 6.615 -0.889 -2.696  -0.570
C: 2.047 0.712 -1.251  -0.584
O: 1.032 0.291 -0.347  0.051
C: -0.254 0.796 -0.692  0.814
C: -0.859 0.210 -1.978  0.065
C: -2.035 -0.764 -1.736  -1.218
H: 1.120 -2.275 -2.422  0.159
H: 0.691 -3.805 -1.632  0.482
H: 0.577 -2.289 -0.739  -0.215
H: 2.772 -4.028 -0.676  0.364
H: 3.315 -2.843 -1.834  0.353
H: 2.168 -1.641 0.656  -1.206
H: 3.546 -2.690 0.922  0.736
H: 4.685 -1.337 -1.039  0.397
H: 4.746 -0.755 0.602  0.401
H: 4.153 2.376 -1.525  0.386
H: 4.444 2.224 0.196  0.325
H: 6.335 0.444 -0.635  0.335
H: 6.634 2.176 -0.722  0.381
H: 4.585 -0.928 -4.307  0.317
H: 4.208 0.799 -4.036  0.257
H: 5.506 0.349 -5.145  0.331
H: 1.949 0.211 -2.233  0.118
H: 1.911 1.789 -1.453  0.311
H: -0.906 0.563 0.157  -1.210
H: -0.208 1.892 -0.752  0.500
H: -0.088 -0.336 -2.531  0.230
H: -1.220 1.024 -2.618  0.129
H: -1.712 -1.806 -1.816  0.295
H: -2.453 -0.639 -0.730  0.065
H: -2.851 -0.593 -2.446  0.371
N: 0.111 -1.561 2.033  0.577
C: 1.077 -1.992 2.901  -0.441
C: 0.570 -3.046 3.610  -0.894
C: -0.755 -3.263 3.145  -0.490
C: -1.015 -2.330 2.178  -0.894
H: 0.226 -0.798 1.385  0.003
H: 2.041 -1.515 2.939  0.552
H: 1.091 -3.602 4.371  0.442
H: -1.439 -4.027 3.476  0.666
H: -1.897 -2.157 1.584  0.478
N: -2.759 1.347 3.654  0.031
C: -2.416 0.811 2.443  -0.877
C: -3.261 1.339 1.503  0.335
C: -4.141 2.233 2.170  -1.022
C: -3.806 2.213 3.498  -0.532
H: -2.305 1.138 4.523  0.188
H: -1.605 0.109 2.361  0.398
H: -3.245 1.117 0.448  0.485
H: -4.925 2.823 1.727  0.409
H: -4.219 2.742 4.339  0.423
N: 0.985 5.200 0.929  0.031
C: 0.552 3.927 1.185  -1.440
C: -0.722 3.997 1.672  1.005
C: -1.079 5.373 1.722  -0.962
C: -0.005 6.089 1.261  -0.404
H: 1.882 5.446 0.556  0.183
H: 1.179 3.070 0.996  0.582
H: -1.314 3.140 1.947  0.319
H: -2.017 5.785 2.052  0.403
H: 0.136 7.148 1.134  0.400
N: -1.406 2.644 -5.068  0.037
C: -2.070 3.799 -5.377  -0.519
C: -3.175 3.463 -6.112  -0.407
C: -3.177 2.048 -6.251  -0.506
C: -2.074 1.572 -5.596  -0.367
H: -0.558 2.591 -4.537  0.191
H: -1.704 4.756 -5.048  0.373
H: -3.902 4.153 -6.505  0.393
H: -3.906 1.450 -6.772  0.413
H: -1.710 0.568 -5.460  0.405
N: -3.820 -4.366 4.892  0.013
C: -3.509 -5.696 4.833  -0.311
C: -4.679 -6.404 4.909  -0.545
C: -5.737 -5.462 5.018  -0.348
C: -5.175 -4.213 5.004  -0.566
H: -3.156 -3.615 4.859  0.233
H: -2.488 -6.026 4.742  0.373
H: -4.767 -7.477 4.889  0.395
H: -6.790 -5.676 5.096  0.390
H: -5.621 -3.235 5.062  0.374

Cartesian forces, eV/Å:
C 0.0 0.2 0.2
C 0.0 -0.1 0.0
C 0.3 -0.3 -0.1
C -0.4 0.1 0.1
B 0.1 -0.2 0.1
C 0.0 -0.1 -0.8
C 0.5 0.1 0.4
O -0.6 -0.3 -0.2
C 1.0 -0.8 0.5
C -0.2 0.0 0.0
O -0.9 1.0 -0.3
C 0.0 0.3 0.1
O -0.1 -0.1 -0.1
C -0.2 0.1 -0.1
C -0.4 -0.2 0.0
C 0.1 0.0 0.1
H -0.1 -0.1 0.1
H 0.1 0.1 -0.1
H 0.1 -0.1 -0.1
H 0.0 0.2 0.0
H -0.1 -0.1 0.1
H 0.2 -0.1 -0.2
H -0.1 0.1 -0.1
H 0.1 0.1 0.2
H 0.0 -0.1 -0.1
H 0.1 0.1 0.2
H -0.1 -0.2 0.0
H -0.1 0.1 -0.1
H -0.1 -0.1 -0.2
H 0.2 0.1 -0.1
H 0.2 -0.1 0.0
H 0.0 -0.1 0.1
H 0.0 0.0 0.1
H 0.0 -0.1 0.0
H 0.1 0.1 -0.1
H 0.1 -0.1 0.0
H 0.0 0.3 0.0
H 0.2 -0.1 0.1
H -0.1 0.1 0.0
H 0.0 0.0 -0.2
H 0.2 -0.1 0.1
N -0.1 0.0 0.1
C -0.1 0.1 0.1
C 0.0 0.0 0.0
C -0.1 0.0 0.1
C 0.2 0.0 -0.1
H 0.1 0.0 -0.1
H 0.0 0.0 0.0
H 0.0 0.0 0.0
H 0.0 -0.1 -0.1
H 0.0 0.0 0.0
N 0.0 0.0 0.0
C -0.1 0.0 0.0
C 0.0 0.0 -0.1
C 0.0 0.0 0.0
C 0.1 0.0 0.0
H 0.0 0.0 0.0
H -0.1 0.1 0.1
H 0.0 0.0 0.0
H 0.0 0.0 0.0
H 0.0 0.0 0.0
N -0.1 0.0 0.1
C 0.2 -0.1 -0.1
C 0.0 -0.1 0.1
C 0.1 0.0 0.0
C 0.0 0.0 -0.1
H 0.0 0.0 0.0
H 0.0 0.0 0.0
H -0.1 0.1 0.0
H 0.0 0.0 0.0
H 0.0 0.0 0.0
N 0.0 0.0 0.0
C 0.0 0.0 0.0
C 0.0 0.0 0.0
C 0.0 0.0 0.0
C 0.0 0.0 0.0
H 0.0 0.0 0.0
H 0.0 0.0 0.0
H 0.0 0.0 0.0
H 0.0 0.0 0.0
H 0.0 0.0 0.0
N 0.0 0.0 0.0
C 0.0 0.0 0.0
C 0.0 0.0 0.0
C 0.0 0.0 0.0
C 0.0 0.0 0.0
H 0.0 0.0 0.0
H 0.0 0.0 0.0
H 0.0 0.0 0.0
H 0.0 0.0 0.0
H 0.0 0.0 0.0

Values from the calculation:
Highest occupied orbital energy (eV): -8.20
Calculated total energy (hartree): -1773.6124
SMILES: CCCCB(CCOC(C)=O)COCCC.c1cc[nH]c1.c1cc[nH]c1.c1cc[nH]c1.c1cc[nH]c1.c1cc[nH]c1
HOMO-LUMO gap (eV): 8.34